[1]
Formula: H13O7
Source: the OMol25 dataset
Level of theory: ωB97M-V with the def2-TZVPD basis set

XYZ file:
```
20
Properties=species:S:1:pos:R:3:mulliken_charge:R:1
O 1.167 1.011 0.381 -1.24
H 1.405 0.516 1.161 0.22
O 4.324 -0.203 -0.473 -0.65
H 3.630 0.461 -0.371 0.36
H 5.068 0.163 -0.948 0.28
O 2.911 2.307 -1.167 -0.70
H 2.410 2.935 -1.691 0.27
H 2.257 1.949 -0.512 0.47
O -0.691 -0.801 0.351 -0.77
H -0.129 0.017 0.102 0.47
H -0.043 -1.410 0.717 0.29
O 0.332 2.711 2.061 -0.75
H 0.669 2.025 1.332 0.47
H -0.372 3.230 1.671 0.25
O -1.392 -2.152 -1.871 -0.70
H -1.662 -1.407 -2.417 0.29
H -0.909 -1.705 -1.120 0.44
O -6.659 -3.047 0.737 -0.65
H -5.984 -3.333 1.372 0.32
H -6.055 -2.516 0.193 0.33
```

Properties
- Largest force on an atom: 1.2 eV Å⁻¹
- Spin multiplicity: 1
- Orbital gap: 8.66 eV
- LUMO: 2.96 eV
- ΔE to the lowest compared entry with this formula, charge and spin: 23.5 kcal per mole
- Net charge: -1


[2]
Formula: C7H10N2
Source: the OMol25 dataset
Level of theory: ωB97M-V with the def2-TZVPD basis set

XYZ file:
```
19
Properties=species:S:1:pos:R:3:mulliken_charge:R:1
C 1.899 -0.557 1.606 -0.17
C 1.499 0.573 1.067 -0.56
C 1.877 -1.897 1.001 -0.32
C 0.840 0.862 -0.181 -0.50
C -0.385 0.406 -0.475 1.02
C -1.008 0.867 -1.778 -1.62
C -1.287 -0.556 0.204 -1.08
N 1.725 -2.043 -0.252 0.61
N 1.504 -2.298 -1.337 -0.68
H 2.281 -0.315 2.577 0.33
H 1.736 1.325 1.674 0.45
H 2.286 -2.725 1.722 0.27
H 1.486 1.607 -0.685 0.27
H -1.885 1.530 -1.822 0.35
H -0.373 1.441 -2.374 0.41
H -1.306 0.162 -2.529 0.36
H -1.574 -1.464 -0.547 0.24
H -0.791 -0.854 1.100 0.31
H -2.296 -0.064 0.616 0.32
```

Properties
- Largest force on an atom: 4.5 eV Å⁻¹
- Spin multiplicity: 1
- Orbital gap: 8.31 eV
- LUMO: 0.56 eV
- ΔE to the lowest compared entry with this formula, charge and spin: 107.1 kcal per mole
- Net charge: 0